The following is a DFT calculation (ωB97M-V with the def2-TZVPD basis set) of a cluster of 7 separate species, C28H35F21O14 in total in a non-equilibrium geometry.

```
98
Properties=species:S:1:pos:R:3:mulliken_charge:R:1
C 20.64597 -16.44559 13.39127 -1.145
C 22.05650 -16.94181 13.50504 -0.039
O 22.28846 -18.07301 12.56407 -0.157
C 23.33721 -18.84484 12.86295 0.446
O 24.19617 -18.51050 13.68865 -0.556
C 23.46045 -20.09900 12.00920 0.766
F 24.62055 -20.10820 11.35307 -0.261
F 23.46350 -21.25625 12.67363 -0.254
F 22.54166 -20.17681 11.06762 -0.235
H 20.33408 -15.81513 14.22394 0.425
H 19.84659 -17.18563 13.42901 0.384
H 20.36552 -16.03482 12.42137 0.110
H 22.20256 -17.18499 14.55749 0.329
H 22.82028 -16.18301 13.33490 0.207
C 19.11035 -10.43131 10.52017 -1.142
C 19.57866 -11.87784 10.63212 -0.272
O 20.96583 -11.73402 10.82553 -0.194
C 21.79048 -12.81888 10.98196 0.301
O 21.48837 -13.95009 11.28220 -0.579
C 23.34163 -12.35379 10.98713 0.904
F 24.03458 -12.90909 9.96421 -0.265
F 23.34686 -11.04601 10.88863 -0.224
F 23.91319 -12.70460 12.14447 -0.252
H 19.85139 -9.75154 10.09961 0.353
H 18.93179 -10.08197 11.53711 0.318
H 18.26105 -10.39782 9.83777 0.354
H 19.65573 -12.43364 9.69765 0.224
H 19.21782 -12.44425 11.49066 0.403
C 16.98474 -15.45162 9.50532 -0.996
C 17.85497 -16.69563 9.49464 -0.061
O 17.13028 -17.96598 9.46043 -0.292
C 16.66586 -18.61701 8.38950 0.374
O 16.68241 -18.12180 7.33066 -0.473
C 16.05526 -20.00328 8.69660 0.862
F 15.11792 -20.29546 7.74273 -0.256
F 16.95537 -20.91107 8.63411 -0.238
F 15.47922 -20.08680 9.87910 -0.237
H 17.55140 -14.52274 9.44058 0.164
H 16.32793 -15.36774 10.37115 0.368
H 16.25241 -15.40405 8.69940 0.342
H 18.24393 -16.62336 10.51031 0.069
H 18.80634 -16.66184 8.96375 0.383
C 27.29874 -14.90615 13.80228 -1.220
C 26.11178 -14.16168 14.53256 -0.077
O 26.56312 -13.28589 15.63392 -0.324
C 27.02259 -13.91299 16.81580 0.408
O 26.73105 -15.08606 17.06906 -0.532
C 27.91577 -12.99402 17.76813 0.797
F 28.62039 -12.10539 17.01101 -0.232
F 27.00459 -12.32518 18.43598 -0.216
F 28.77355 -13.66103 18.59466 -0.225
H 26.93727 -15.10117 12.79262 0.390
H 27.59038 -15.80634 14.34330 0.315
H 28.17267 -14.26411 13.69217 0.356
H 25.42274 -14.85678 15.01230 0.374
H 25.66311 -13.45588 13.83353 0.201
C 26.27014 -6.55125 15.69706 -1.287
C 25.40209 -7.73856 16.14813 -0.092
O 24.39145 -7.97383 15.19157 -0.174
C 23.47473 -8.94263 15.32743 0.354
O 23.42143 -9.78194 16.21668 -0.550
C 22.40329 -8.99707 14.20964 0.901
F 22.78446 -8.03372 13.31573 -0.271
F 22.30825 -10.13949 13.53894 -0.222
F 21.22418 -8.73918 14.73868 -0.256
H 26.88327 -6.16183 16.50978 0.388
H 25.72016 -5.70585 15.28362 0.352
H 26.97075 -6.89467 14.93594 0.319
H 24.98508 -7.22267 17.01304 0.228
H 26.06322 -8.53135 16.49812 0.313
C 22.31154 -13.31343 3.20923 -0.978
C 21.82953 -11.86123 3.02735 -0.356
O 20.83296 -11.42373 3.98366 -0.287
C 21.23089 -10.95802 5.20659 0.277
O 22.39392 -10.89617 5.62141 -0.555
C 20.11425 -10.56819 6.18062 0.956
F 20.40569 -9.31018 6.53980 -0.233
F 18.96045 -10.67466 5.56195 -0.249
F 20.19680 -11.48569 7.16528 -0.226
H 22.89101 -13.37758 4.13020 0.308
H 23.00269 -13.45443 2.37825 0.337
H 21.51779 -14.04444 3.05534 0.291
H 21.47371 -11.65243 2.01844 0.394
H 22.66806 -11.16689 3.08077 0.319
C 13.28369 -8.05071 9.41188 -1.061
C 13.42931 -8.22929 10.88618 -0.175
O 14.72290 -7.65294 11.36419 -0.281
C 15.84874 -8.36187 11.73724 0.421
O 15.94318 -9.55966 11.71929 -0.516
C 16.91286 -7.38487 12.33317 0.826
F 17.95751 -7.30323 11.49622 -0.207
F 16.44379 -6.05266 12.46492 -0.261
F 17.25007 -7.84790 13.57229 -0.216
H 14.23848 -8.41663 9.03428 0.291
H 13.12533 -7.01340 9.11688 0.269
H 12.50355 -8.56863 8.85401 0.359
H 13.38391 -9.30170 11.07589 0.287
H 12.48179 -7.82588 11.24336 0.285
```

The molar mass is 994.53 u. Its multiplicity is 1. As for the energy above the lowest of the compared OMol25 structures with the same formula, charge and spin: 125.41 kcal per mole. The calculation puts the max |F| at 0.0861 Eh/bohr. As for the SMILES: CCOC(=O)C(F)(F)F.CCOC(=O)C(F)(F)F.CCOC(=O)C(F)(F)F.CCOC(=O)C(F)(F)F.CCOC(=O)C(F)(F)F.CCOC(=O)C(F)(F)F.CCOC(=O)C(F)(F)F. The HOMO-LUMO gap is 11.2758 eV. The value obtained for the LUMO energy is 0.26 eV. Its highest occupied orbital energy is -11.02 eV.


The following is a DFT calculation (ωB97M-V with the def2-TZVPD basis set) of a structure of composition C28H35F3N4P2Sr in a non-equilibrium geometry.

```
73
Properties=species:S:1:pos:R:3:mulliken_charge:R:1
Sr -0.01782 1.99766 -2.12277 1.452
C -2.02703 1.91637 -7.84455 -0.408
C -2.11902 0.65107 -7.41172 -0.395
C -1.38559 -0.53608 -7.96634 -0.865
C 0.06027 -0.24720 -8.43211 -0.811
C 0.78774 0.62306 -7.42179 -0.234
C 0.84294 1.95543 -7.46198 -0.628
C 0.21128 2.83019 -8.54207 -0.687
C -1.18397 2.39391 -9.01298 -0.867
C 1.19711 0.86932 0.82342 -1.196
H -2.75035 2.68428 -7.52865 0.452
H -2.97933 0.33789 -6.82101 0.852
H -1.96515 -0.93679 -8.81272 0.285
H -1.33758 -1.34578 -7.21927 0.315
H 0.59193 -1.21245 -8.53226 0.437
H 0.04808 0.20241 -9.43630 0.287
H 1.44888 0.03725 -6.77341 0.474
H 1.60427 2.50030 -6.89970 0.524
H 0.88693 2.86505 -9.41131 0.281
H 0.12744 3.87272 -8.19483 0.375
H -1.68875 3.26569 -9.46457 0.407
H -1.12726 1.63678 -9.80655 0.309
H 0.71201 1.59522 1.50159 0.239
H 2.28017 1.09861 0.83234 0.354
H 0.99994 -0.12176 1.21605 0.237
P 1.64548 -0.48336 -1.55271 -0.282
P -1.46606 -0.88802 -1.51476 0.024
N 2.73758 0.75197 -2.24854 0.557
N 2.83403 -1.69010 -1.28800 0.680
N -2.29853 0.39750 -2.51895 0.082
N -2.93337 -1.84173 -1.35506 0.678
C 0.85376 -1.08950 -3.09054 -0.888
C -0.51505 -1.76481 -2.83351 -1.138
C 2.78216 2.11406 -1.81174 -0.857
C 3.63118 2.78815 -2.64634 -0.723
C 4.08846 1.88940 -3.64231 -0.875
C 3.53619 0.64431 -3.39601 -0.326
C 3.76360 -1.56393 -0.22830 -0.477
C 4.47900 -2.76597 -0.18506 -0.471
C 3.95108 -3.63727 -1.19855 -0.682
C 2.91533 -2.98240 -1.84558 -0.284
C -2.74769 1.66638 -2.02924 -1.040
C -2.85664 2.51249 -3.11197 -1.107
C -2.66318 1.74901 -4.29204 0.141
C -2.33343 0.45901 -3.91698 -0.215
C -3.92804 -2.13728 -2.29542 -0.228
C -4.87066 -2.98888 -1.71007 -0.593
C -4.43405 -3.27491 -0.37153 -0.633
C -3.22221 -2.58588 -0.17550 -0.409
H 1.53123 -1.71048 -3.68322 0.853
H 0.70838 -0.21632 -3.74169 0.187
H -1.06654 -1.80524 -3.78816 0.498
H -0.43970 -2.82442 -2.49630 0.476
H 2.37340 2.40709 -0.83281 0.501
H 3.92706 3.83841 -2.57586 0.478
H 4.78157 2.10851 -4.44102 0.474
H 3.60985 -0.29758 -3.90478 0.500
H 3.80584 -0.65875 0.37697 0.312
H 5.32481 -2.97642 0.46332 0.418
H 4.30660 -4.62611 -1.48401 0.406
H 2.23198 -3.25751 -2.65508 0.317
H -2.92320 1.79978 -0.97866 0.513
H -3.08255 3.57908 -3.06436 0.420
H -2.80106 2.10210 -5.31018 0.117
H -2.23415 -0.43844 -4.50239 0.593
H -3.84062 -1.74790 -3.31358 0.237
H -5.76734 -3.37711 -2.17903 0.425
H -4.90791 -3.91021 0.35445 0.441
H -2.53356 -2.57856 0.66564 0.406
F -1.69965 1.89527 1.80786 -0.254
C -1.87529 0.78633 1.04987 0.019
F -1.49279 -0.27052 1.81034 -0.228
F -3.22521 0.59353 0.86936 -0.227
```

The molar mass is 634.18 u. Its multiplicity is 1. As for the energy above the lowest of the compared OMol25 structures with the same formula, charge and spin: 0.00 kcal per mole. The calculation puts the max |F| at 0.0775 Eh/bohr. The HOMO-LUMO gap is 3.7722 eV. The value obtained for the LUMO energy is -1.12 eV. Its highest occupied orbital energy is -4.89 eV.


The following is a DFT calculation (ωB97M-V with the def2-TZVPD basis set) of a structure of composition C28H35F4N4OPtS.

```
74
Properties=species:S:1:pos:R:3:mulliken_charge:R:1
Pt -0.23230 -0.13800 0.00809 1.108
C 1.28474 -2.81231 -1.30390 -1.041
C 0.32264 -3.19121 -0.20515 -0.403
N -0.52678 -2.11060 0.44456 0.111
C -1.97418 -2.44318 0.24990 -0.672
C -2.47315 -2.23980 -1.16244 -0.965
C -0.18738 -2.15666 1.92225 -1.146
C -0.85628 -1.06639 2.71096 -0.772
N -0.66333 0.12227 1.90851 0.046
C -0.86397 1.39880 2.30699 -0.147
C -0.63602 2.42885 1.38992 0.169
F -0.16040 2.06535 0.12151 0.129
C -0.78309 3.76418 1.66515 -0.137
F -0.50316 4.64651 0.69724 -0.308
C -1.19604 4.18390 2.91202 -0.653
C -1.43135 3.18841 3.84358 0.249
F -1.83281 3.51853 5.07331 -0.304
C -1.27084 1.84451 3.56813 0.433
F -1.53355 0.94386 4.53592 -0.333
H 1.89291 -3.69016 -1.52846 0.560
H 1.94915 -2.00447 -0.98986 -0.012
H 0.76326 -2.51644 -2.21233 0.124
H 0.88219 -3.65641 0.60463 0.413
H -0.37566 -3.94339 -0.57358 0.442
H -2.54808 -1.83867 0.94807 0.356
H -2.09629 -3.49264 0.53873 0.484
H -2.36309 -1.19813 -1.46056 0.064
H -3.53094 -2.50197 -1.20801 0.532
H -1.93923 -2.86369 -1.88444 0.345
H 0.89329 -2.02956 1.96966 0.462
H -0.43426 -3.14407 2.32655 0.383
H -0.37517 -1.02898 3.69122 0.488
H -1.91372 -1.27975 2.90099 0.418
H -1.32048 5.22933 3.15101 0.526
N 0.26271 -0.07288 -1.97915 -0.192
S -0.70614 0.53809 -3.07614 0.264
C -0.72477 -0.51145 -4.49754 0.469
C -1.90688 -1.18559 -4.76572 -0.341
C -1.93905 -2.10029 -5.81235 -0.687
C -0.79692 -2.33264 -6.56189 -0.420
C 0.38534 -1.65016 -6.28235 -0.791
C 0.42800 -0.73182 -5.24854 -0.215
C 0.09789 1.98755 -3.72641 0.500
C -0.33890 2.53644 -4.92849 -0.574
C 0.24882 3.70586 -5.38044 -0.644
C 1.25514 4.31462 -4.63717 -0.505
C 1.67284 3.75812 -3.43914 -0.786
C 1.09160 2.58612 -2.96795 -0.176
H 1.20382 -0.26436 -2.30321 0.239
H -2.79271 -0.99469 -4.17112 0.457
H -2.85696 -2.62562 -6.04128 0.424
H -0.82392 -3.04632 -7.37502 0.411
H 1.26883 -1.82987 -6.88067 0.427
H 1.33685 -0.17894 -5.04038 0.445
H -1.11909 2.05798 -5.50788 0.454
H -0.07619 4.14232 -6.31539 0.412
H 1.71157 5.22725 -4.99740 0.396
H 2.45393 4.23770 -2.86320 0.434
H 1.40729 2.14134 -2.03159 0.379
C 5.03885 -0.33679 -0.40008 -0.697
N 4.60795 0.67457 0.55934 0.103
C 5.60201 1.37789 1.37287 -0.966
C 3.28206 0.87816 0.67189 0.038
C 2.76397 1.87752 1.66743 -0.486
O 2.49133 0.23435 -0.03387 -0.737
H 6.12378 -0.35687 -0.42340 0.319
H 4.66088 -0.10662 -1.39542 0.216
H 4.66752 -1.32336 -0.12094 0.219
H 6.58919 1.08133 1.03372 0.282
H 5.51731 1.12290 2.42906 0.349
H 5.52153 2.45732 1.25834 0.355
H 3.52678 2.42880 2.20785 0.582
H 2.13611 1.34454 2.38288 0.121
H 2.12420 2.58269 1.13852 -0.027
```

The molar mass is 746.75 u. Its multiplicity is 1. As for the energy above the lowest of the compared OMol25 structures with the same formula, charge and spin: 0.00 kcal per mole. The calculation puts the max |F| at 0.0097 Eh/bohr. As for the charge: +1. The HOMO-LUMO gap is 7.7459 eV. The value obtained for the LUMO energy is -2.03 eV. Its highest occupied orbital energy is -9.78 eV.